No. 1
This record from the OMol25 dataset describes C25H30GeN5S4Ti as an isolated structure. The level of theory is wB97M-V/def2-TZVPD.

```
66
Properties=species:S:1:pos:R:3
Ti 0.36 -0.75 0.28
S 0.17 -0.86 -4.39
C -1.40 -0.17 -4.46
C -1.91 0.51 -5.58
C -3.18 1.05 -5.61
C -4.02 0.95 -4.50
C -3.55 0.29 -3.37
C -2.27 -0.25 -3.35
S -1.62 -1.16 -1.97
C -2.98 -0.96 -0.80
C -2.61 -1.55 0.53
C -3.58 -1.66 1.49
C -3.21 -2.14 2.78
C -1.97 -2.60 2.99
C -1.00 -2.63 1.91
C 0.20 -3.25 2.06
S 2.40 -0.49 1.48
C 3.58 -0.90 0.24
C 4.90 -0.45 0.36
C 5.83 -0.75 -0.61
C 5.46 -1.51 -1.72
C 4.16 -1.95 -1.85
C 3.20 -1.66 -0.87
S 1.57 -2.27 -1.03
N -1.31 -1.94 0.73
H -1.26 0.59 -6.45
H -3.53 1.56 -6.50
H -5.02 1.37 -4.52
H -4.21 0.21 -2.51
H -3.89 -1.46 -1.15
H -3.21 0.10 -0.68
H -4.58 -1.34 1.27
H -3.95 -2.15 3.58
H -1.67 -3.01 3.95
H 0.89 -3.39 1.24
H 0.42 -3.74 3.00
H 5.17 0.16 1.22
H 6.85 -0.40 -0.51
H 6.18 -1.74 -2.49
H 3.85 -2.52 -2.72
C 1.07 3.84 -1.92
Ge 0.42 2.68 -0.47
C -1.51 3.00 -0.31
C 1.33 3.24 1.18
C 0.80 0.84 -0.96
H 0.85 4.89 -1.70
H 0.60 3.56 -2.86
H 2.15 3.73 -2.04
H -1.70 4.06 -0.15
H -1.94 2.44 0.52
H -2.00 2.69 -1.23
H 1.32 4.33 1.25
H 2.37 2.90 1.16
H 0.86 2.83 2.07
H 1.89 0.75 -1.07
H 0.37 0.62 -1.94
N 0.35 -0.17 6.34
C 0.34 -0.28 4.99
N 0.98 -1.31 4.44
N -0.30 0.66 4.32
C -0.40 0.54 3.03
N -0.50 0.47 1.88
H 1.10 -0.59 6.86
H -0.01 0.70 6.70
H 1.34 -2.05 5.02
H 0.96 -1.50 3.44
```

Summary:
total charge: -1
largest force on an atom: 0.91 eV Å⁻¹

No. 2
This record from the OMol25 dataset describes one molecule with the formula C7H13NO. The level of theory is wB97M-V/def2-TZVPD.

```
22
Properties=species:S:1:pos:R:3
C -1.33 1.32 0.91
C -0.61 0.20 0.79
C -1.13 -1.12 1.32
C 1.25 0.27 0.77
N 1.73 1.57 0.72
C 1.46 -0.49 -0.51
C 0.31 0.08 -1.36
C -0.61 -0.90 -2.05
O 0.41 1.26 -1.78
H -2.29 1.34 1.42
H -0.99 2.24 0.45
H -0.32 -1.80 1.59
H -1.75 -0.98 2.21
H -1.74 -1.63 0.56
H 1.47 -0.25 1.70
H 1.43 2.14 1.50
H 1.47 2.01 -0.18
H 1.33 -1.57 -0.35
H 2.42 -0.29 -0.99
H -0.57 -1.90 -1.62
H -0.31 -0.96 -3.10
H -1.64 -0.53 -2.00
```

Summary:
total charge: 0
largest force on an atom: 3.53 eV Å⁻¹
SMILES: C=C(C)[C@H](N)CC(C)=O

No. 3
This record from the OMol25 dataset describes a 3-piece molecular cluster, C5H11NO overall. The level of theory is wB97M-V/def2-TZVPD.

```
18
Properties=species:S:1:pos:R:3
H -1.88 0.97 1.49
N -1.53 0.91 0.53
C -1.30 -0.30 0.21
C -1.48 -1.52 1.04
H -0.92 -0.46 -0.80
H -0.54 -2.08 1.09
H -1.79 -1.27 2.05
H -2.22 -2.19 0.60
C 2.22 0.15 -0.09
C 2.06 -1.16 0.09
H 1.84 0.63 -0.98
H 2.70 0.76 0.66
H 1.56 -1.77 -0.66
H 2.40 -1.66 0.99
C -0.29 2.25 -1.54
O 0.04 1.37 -2.30
H 0.37 2.59 -0.73
H -1.25 2.78 -1.65
```

Summary:
total charge: 0
largest force on an atom: 0.92 eV Å⁻¹
SMILES: [H]/N=C\C.C=C.C=O

No. 4
This record from the OMol25 dataset describes one molecule with the formula C2H2O2S2. The level of theory is wB97M-V/def2-TZVPD.

```
8
Properties=species:S:1:pos:R:3
O -0.36 1.83 0.07
C -0.57 0.63 -0.03
S -2.15 -0.18 -0.11
C 0.53 -0.49 0.02
O 0.35 -1.65 0.05
S 2.19 0.08 -0.10
H -1.76 -1.44 0.21
H 1.77 1.21 -0.11
```

Summary:
total charge: 0
largest force on an atom: 5.44 eV Å⁻¹
SMILES: O=C(S)C(=O)S

No. 5
This record from the OMol25 dataset describes C22H22AgNO5S3 as an isolated structure. The level of theory is wB97M-V/def2-TZVPD.

```
54
Properties=species:S:1:pos:R:3
Ag -2.00 -2.77 -0.37
C 1.49 1.89 3.30
C 0.33 0.96 3.09
C -0.96 1.45 2.91
C -2.05 0.61 2.73
C -3.43 1.17 2.52
C -1.85 -0.78 2.73
C -0.57 -1.29 2.88
C -0.32 -2.78 2.85
C 0.50 -0.42 3.07
C -3.02 -1.73 2.57
O -3.61 -2.06 3.61
O -3.27 -2.04 1.38
H 1.15 2.90 3.55
H 2.11 1.97 2.41
H 2.14 1.54 4.11
H -1.13 2.53 2.92
H -3.42 2.26 2.58
H -4.13 0.78 3.27
H -3.83 0.87 1.54
H -1.25 -3.35 2.73
H 0.15 -3.11 3.78
H 0.33 -3.06 2.02
H 1.50 -0.83 3.19
N -0.82 -0.37 -0.58
S -0.54 0.57 -1.78
C 0.67 -0.12 -2.88
C 1.14 -1.39 -2.58
C 2.04 -1.99 -3.46
C 2.45 -1.32 -4.60
C 1.97 -0.04 -4.89
C 1.07 0.57 -4.03
C 0.42 2.02 -1.28
C -0.18 3.26 -1.32
C 0.53 4.38 -0.90
C 1.83 4.25 -0.46
C 2.43 2.99 -0.41
C 1.72 1.87 -0.82
H 0.02 -0.65 -0.08
H 0.79 -1.92 -1.70
H 2.38 -2.99 -3.24
H 3.14 -1.80 -5.29
H 2.28 0.48 -5.79
H 0.68 1.56 -4.24
H -1.21 3.34 -1.66
H 0.06 5.36 -0.93
H 2.39 5.12 -0.14
H 3.44 2.88 -0.05
H 2.18 0.89 -0.80
O -1.46 -2.96 -2.88
S -1.24 -4.36 -2.42
O -2.47 -4.88 -1.79
O -0.74 -5.21 -3.50
S 0.18 -4.25 -0.88
```

Summary:
total charge: -2
largest force on an atom: 0.73 eV Å⁻¹

No. 6
This record from the OMol25 dataset describes a 3-piece molecular cluster, C3H14N2O2S overall. The level of theory is wB97M-V/def2-TZVPD.

```
22
Properties=species:S:1:pos:R:3
N -1.44 -0.46 -2.54
C -1.86 0.71 -1.78
C -2.51 0.55 -0.33
N -3.46 1.57 0.04
C -1.32 0.38 0.64
S -1.80 -0.33 2.27
H -2.11 -1.22 -2.43
H -0.59 -0.80 -2.07
H -2.63 1.19 -2.42
H -0.99 1.37 -1.60
H -3.05 -0.41 -0.34
H -4.29 1.51 -0.54
H -3.11 2.52 0.05
H -0.78 1.33 0.82
H -0.56 -0.32 0.31
H -1.54 0.73 3.08
O 5.17 -4.03 1.69
H 6.05 -3.93 1.30
H 5.24 -3.24 2.28
O 5.36 0.68 0.68
H 4.87 0.63 -0.15
H 5.34 1.57 1.03
```

Summary:
total charge: 0
largest force on an atom: 1.88 eV Å⁻¹
SMILES: NC[C@H](N)CS.O.O

No. 7
This record from the OMol25 dataset describes a 3-piece molecular cluster, C14H19N3O4S overall. The level of theory is wB97M-V/def2-TZVPD.

```
41
Properties=species:S:1:pos:R:3
C 1.62 -3.61 0.87
C 1.13 -3.41 -0.21
C 0.36 -3.03 -1.52
C -1.01 -3.81 -1.63
O -0.71 -5.21 -1.33
S -1.76 -5.66 -0.13
O -2.29 -7.02 -0.13
O -0.97 -5.53 1.09
O -2.87 -4.45 -0.28
C -2.30 -3.25 -0.90
C -2.15 -2.25 0.36
N -2.45 -2.95 1.62
H 1.80 -3.96 1.92
H 1.00 -3.39 -2.38
H 0.20 -1.92 -1.58
H -1.35 -3.90 -2.70
H -3.01 -2.71 -1.59
H -1.12 -1.79 0.47
H -2.86 -1.38 0.17
H -3.38 -2.76 1.97
H -1.73 -2.81 2.33
C 2.30 1.95 -0.13
C 2.67 0.58 -0.05
C 1.60 -0.11 0.46
N 0.59 0.79 0.69
C 1.01 2.04 0.33
H 2.90 2.77 -0.48
H 3.62 0.15 -0.33
H 1.47 -1.16 0.68
H -0.31 0.56 1.07
H 0.35 2.89 0.43
C 1.30 7.49 0.18
C 1.21 6.70 -0.99
C 0.51 5.56 -0.66
N 0.18 5.65 0.67
C 0.65 6.82 1.19
H 1.79 8.45 0.27
H 1.61 6.93 -1.96
H 0.22 4.71 -1.25
H -0.33 4.95 1.19
H 0.49 7.08 2.22
```

Summary:
total charge: 0
largest force on an atom: 5.29 eV Å⁻¹
SMILES: C#CC[C@H]1OS(=O)(=O)O[C@H]1CN.c1cc[nH]c1.c1cc[nH]c1

No. 8
This record from the OMol25 dataset describes C55H66F3HfN4O5S2 as an isolated structure. The level of theory is wB97M-V/def2-TZVPD.

```
136
Properties=species:S:1:pos:R:3
Hf -0.86 -1.61 1.71
C -3.55 -1.92 3.81
N -3.15 -2.41 2.47
C -3.24 -3.89 2.49
C -4.12 -1.87 1.50
C -3.75 -2.24 0.07
N -2.50 -1.58 -0.36
C -2.87 -0.20 -0.75
C -1.79 0.84 -0.72
C -1.52 1.61 -1.84
C -0.71 2.73 -1.74
C -0.22 3.03 -0.47
C -0.45 2.29 0.68
C -1.24 1.14 0.53
O -1.54 0.27 1.52
C 0.08 2.89 1.99
C -0.06 1.98 3.22
C -0.73 4.17 2.26
C 1.57 3.23 1.86
C -0.37 3.64 -2.92
C 1.14 3.65 -3.15
C -0.85 5.07 -2.64
C -1.04 3.16 -4.21
C -1.96 -2.32 -1.52
C -0.48 -2.20 -1.75
C 0.02 -1.72 -2.96
C 1.37 -1.83 -3.25
C 2.16 -2.51 -2.32
C 1.70 -3.02 -1.12
C 0.35 -2.76 -0.80
O -0.19 -3.08 0.40
C 2.57 -3.96 -0.28
C 3.97 -4.14 -0.88
C 2.76 -3.50 1.17
C 1.88 -5.34 -0.28
C 1.99 -1.32 -4.55
C 2.56 -2.50 -5.35
C 0.97 -0.60 -5.42
C 3.12 -0.33 -4.23
H -4.58 -2.24 4.02
H -3.48 -0.83 3.85
H -2.88 -2.33 4.56
H -4.29 -4.20 2.51
H -2.73 -4.26 3.38
H -2.74 -4.32 1.62
H -4.13 -0.79 1.63
H -5.12 -2.26 1.73
H -4.58 -1.96 -0.59
H -3.63 -3.32 -0.02
H -3.64 0.13 -0.05
H -3.33 -0.23 -1.74
H -1.99 1.33 -2.78
H 0.38 3.93 -0.36
H -1.10 1.72 3.44
H 0.35 2.51 4.08
H 0.51 1.07 3.08
H -1.79 3.96 2.30
H -0.56 4.91 1.47
H -0.44 4.62 3.21
H 2.14 2.34 1.60
H 1.93 3.59 2.83
H 1.78 4.01 1.13
H 1.67 4.01 -2.27
H 1.40 4.31 -3.99
H 1.50 2.65 -3.39
H -0.37 5.48 -1.75
H -1.93 5.08 -2.46
H -0.63 5.72 -3.48
H -0.72 2.15 -4.48
H -0.77 3.83 -5.04
H -2.13 3.16 -4.12
H -2.50 -2.03 -2.43
H -2.16 -3.38 -1.34
H -0.67 -1.27 -3.66
H 3.21 -2.65 -2.57
H 4.52 -3.20 -0.91
H 3.93 -4.56 -1.89
H 4.53 -4.83 -0.25
H 3.30 -2.55 1.21
H 3.34 -4.25 1.71
H 1.82 -3.35 1.68
H 1.82 -5.73 -1.30
H 0.87 -5.26 0.11
H 2.44 -6.04 0.33
H 1.78 -3.22 -5.58
H 3.34 -3.02 -4.79
H 3.00 -2.15 -6.28
H 0.16 -1.27 -5.74
H 1.46 -0.21 -6.32
H 0.52 0.25 -4.89
H 3.88 -0.77 -3.58
H 2.72 0.55 -3.71
H 3.61 0.01 -5.15
S -0.27 -1.26 4.21
C 0.10 -2.95 4.17
C 0.78 -3.64 5.19
C 1.02 -4.98 5.03
C 0.61 -5.63 3.86
C -0.03 -4.89 2.90
N -0.29 -3.58 3.06
H 1.09 -3.10 6.07
H 1.54 -5.53 5.81
H 0.79 -6.68 3.70
H -0.36 -5.32 1.97
F 6.50 3.27 -2.38
C 6.40 1.93 -2.48
F 6.21 1.67 -3.79
F 7.60 1.43 -2.16
C 5.30 1.38 -1.63
C 4.03 1.94 -1.75
C 2.98 1.43 -1.02
C 3.18 0.35 -0.14
C 4.46 -0.19 -0.02
C 5.52 0.32 -0.76
C 2.08 -0.19 0.59
C 1.12 -0.68 1.16
H 3.86 2.77 -2.42
H 1.98 1.84 -1.11
H 4.63 -1.00 0.67
H 6.51 -0.10 -0.67
O -4.99 5.12 5.70
S -3.81 4.68 4.99
O -2.64 5.51 5.11
N -3.49 3.13 5.27
C -3.69 2.37 4.18
O -3.52 1.15 4.09
C -4.12 3.17 2.97
C -4.32 2.72 1.68
C -4.64 3.65 0.70
C -4.75 5.00 1.01
C -4.54 5.45 2.31
C -4.23 4.51 3.27
H -4.21 1.66 1.46
H -4.79 3.33 -0.33
H -4.99 5.71 0.23
H -4.61 6.50 2.56
```

Summary:
total charge: -1
largest force on an atom: 0.54 eV Å⁻¹

The following HOMO-LUMO gap values (in eV) correspond, in order, to the records above: 5.050 9.109 10.903 9.379 5.376 9.318 8.646 7.475.
The following total energy values (in a.u.) correspond, in order, to the records above: -5763.6964 -404.4337 -327.0240 -1024.2384 -2624.0815 -780.8431 -1408.0941 -3874.9250.
The following energy above the lowest of the compared OMol25 structures with the same formula, charge and spin values (in kcal per mole) correspond, in order, to the records above: 14.8 58.8 67.4 15.2 3.5 12.8 140.7 0.0.